DFT (the ωB97M-V functional and the def2-TZVPD basis) results for a 8-piece molecular cluster, H16O8 overall in a non-equilibrium geometry.

XYZ file:
```
24
Properties=species:S:1:pos:R:3:forces:R:3
O 11.027695 -2.385362 -13.815110 0.52 0.46 -0.15
H 11.718766 -2.816621 -13.294124 0.14 -0.52 -0.30
H 10.237582 -2.839698 -13.546493 -0.67 -0.18 0.09
O 11.981352 -0.190336 -12.327593 -0.39 -0.54 0.21
H 11.138120 0.000634 -11.903656 -0.02 0.50 0.08
H 11.682808 -0.921824 -12.905560 0.25 0.31 -0.20
O 14.648572 -2.738094 -10.392311 -0.12 1.34 0.72
H 14.344284 -1.807438 -10.292559 0.48 -0.94 -0.15
H 14.182415 -3.043423 -11.166280 -0.39 -0.39 -0.53
O 12.416315 -3.922582 -11.938411 0.93 2.53 -1.41
H 12.181112 -4.720385 -11.542302 -0.40 -2.46 0.96
H 11.863151 -3.280548 -11.478476 0.00 0.33 0.30
O 11.372800 -6.141049 -10.941064 0.73 -1.10 -1.07
H 11.226762 -6.656725 -11.759126 0.38 0.13 0.52
H 10.511942 -5.839453 -10.736190 -1.58 0.55 0.59
O 12.798313 -7.259494 -8.794981 -2.25 -0.74 -1.59
H 12.245867 -6.790844 -9.492678 1.38 -0.67 1.33
H 13.433290 -6.681965 -8.434955 1.04 1.29 0.40
O 8.299198 -1.792669 -11.009394 -0.89 0.23 -0.31
H 7.727431 -2.328748 -10.461772 -0.38 -0.02 0.12
H 9.142471 -2.225480 -10.953465 0.80 0.00 0.09
O 10.855460 -2.258386 -10.382314 0.03 0.18 -0.89
H 10.919765 -2.800968 -9.621270 0.09 -0.85 1.37
H 11.392949 -1.494401 -10.182863 0.31 0.58 -0.15
```
Positions in Å, forces in eV/Å.

Values from the calculation:
SMILES string   O.O.O.O.O.O.O.O
HOMO energy   -0.411 Eh
ΔE to the lowest compared entry with this formula, charge and spin   2.301 eV
Net charge   0